Run P
{"formula": "C8H17N4OS", "method": "ωB97M-V with the def2-TZVPD basis set", "e_homo_ev": [-12.0, -12.0], "lumo_energy_ev": [-5.92, -5.92], "total_charge": 1, "orbital_gap_ha": [0.2233, 0.2233], "symbols": ["C", "C", "C", "C", "C", "C", "C", "C", "N", "N", "N", "N", "O", "S", "H", "H", "H", "H", "H", "H", "H", "H", "H", "H", "H", "H", "H", "H", "H", "H", "H"], "coordinates": [[-0.9005, 0.2023, 0.4350], [1.5623, -0.5923, 0.5355], [-0.5577, -1.1980, 0.9992], [-2.3760, 1.9229, -0.5101], [-3.3320, 0.1574, 1.0439], [-2.3272, -0.4178, -1.3897], [3.8519, 1.4483, -0.5104], [-2.2529, 0.5010, 0.0232], [0.0779, 0.9950, 0.2263], [1.3514, 0.6222, 0.7404], [0.7308, -1.5576, 0.2606], [0.7549, -2.7071, -0.4675], [5.7788, 0.3579, 0.9714], [4.4794, -0.1511, 0.0575], [-0.5412, -1.2071, 2.0612], [-1.2330, -2.0486, 0.7364], [-2.4383, 2.7147, 0.2709], [-1.4811, 2.1645, -1.1565], [-3.2015, 2.0212, -1.3099], [-4.2368, 0.1757, 0.5852], [-3.2003, 0.7005, 1.9610], [-3.2144, -0.9306, 1.2471], [-3.4038, -0.3836, -1.5111], [-1.9589, -1.4531, -1.1442], [-1.7531, -0.0335, -2.1295], [2.8224, 1.5210, -0.1088], [3.8320, 1.4728, -1.6275], [4.5718, 2.1725, -0.1326], [1.4734, -2.6500, -1.2286], [6.4899, -0.2958, 0.9905], [0.6317, -3.5240, 0.0812]], "nbo_charge": [0.3147, 0.5286, -0.2896, -0.6218, -0.5923, -0.5530, -0.7836, -0.0951, -0.2599, -0.2573, -0.2009, -0.5947, -0.8303, 0.6204, 0.2566, 0.2587, 0.2347, 0.2344, 0.2303, 0.2330, 0.2337, 0.1953, 0.2313, 0.1911, 0.2146, 0.2542, 0.2503, 0.2722, 0.4125, 0.5104, 0.4013]}

***

Run Q
{"formula": "C8H17N4OS", "method": "ωB97M-V with the def2-TZVPD basis set", "e_homo_ev": -12.4, "lumo_energy_ev": -3.56, "smiles": "CSOC1=N[N@@H+](N)CC(C(C)(C)C)=N1", "total_charge": 1, "orbital_gap_ha": 0.3238, "symbols": ["C", "C", "C", "C", "C", "C", "C", "C", "N", "N", "N", "N", "O", "S", "H", "H", "H", "H", "H", "H", "H", "H", "H", "H", "H", "H", "H", "H", "H", "H", "H"], "coordinates": [[0.0046, -0.3112, -0.2238], [2.2561, -0.8716, -0.0710], [-0.2097, -1.6237, -0.9508], [-1.8485, 0.8954, -1.2982], [-0.6696, 1.8975, 0.6823], [-2.1460, -0.0998, 0.9886], [4.8945, 1.9093, 0.1590], [-1.1558, 0.5981, 0.0410], [1.1816, -0.0101, 0.1431], [2.0586, -2.1661, -0.2263], [0.1622, -3.0219, 0.9225], [0.7238, -2.5979, -0.3127], [3.3396, -0.1577, -0.0141], [5.0566, 0.1477, -0.1354], [-1.2226, -2.0085, -0.8485], [0.0561, -1.5207, -2.0071], [-2.2498, -0.0049, -1.7562], [-2.6731, 1.5802, -1.1242], [-1.1578, 1.3658, -1.9927], [0.0406, 2.4010, 0.0337], [-0.1804, 1.6963, 1.6302], [-1.5129, 2.5585, 0.8567], [-2.9479, 0.5960, 1.2215], [-1.6635, -0.3789, 1.9226], [-2.5921, -0.9849, 0.5425], [4.4169, 2.0874, 1.1185], [4.3393, 2.3765, -0.6498], [5.9134, 2.2886, 0.1802], [0.7287, -3.7619, 1.3305], [0.1322, -2.2460, 1.5829], [0.7694, -3.4468, -0.8983]], "nbo_charge": [0.4005, 0.7305, -0.3342, -0.6038, -0.5985, -0.6010, -0.7687, -0.1158, -0.4746, -0.4304, -0.6344, -0.0595, -0.6348, 0.6240, 0.2665, 0.2644, 0.2051, 0.2399, 0.2214, 0.2238, 0.2237, 0.2241, 0.2424, 0.2109, 0.2077, 0.2434, 0.2381, 0.2597, 0.3982, 0.3824, 0.4487]}

***

Most favorable first, least favorable last: run Q, run P

***

Run P
{"formula": "C2H5NOS", "method": "ωB97M-V with the def2-TZVPD basis set", "e_homo_ev": -8.9, "lumo_energy_ev": 0.41, "smiles": "NCC(O)=S", "orbital_gap_ha": 0.3433, "symbols": ["C", "C", "H", "H", "H", "H", "H", "N", "O", "S"], "coordinates": [[-0.5376, 0.3596, -0.4820], [0.1255, 0.4244, 0.8758], [-0.6083, -1.5420, -1.1717], [0.7842, -0.7244, -1.9319], [-0.0096, 1.2679, -0.9680], [-1.5240, 0.4913, -0.2765], [1.1270, -0.4453, 2.1473], [-0.1940, -0.7132, -1.4315], [1.1535, -0.4588, 1.1437], [-0.3165, 1.3404, 2.0947]], "nbo_charge": [-0.2975, 0.1938, 0.3664, 0.3982, 0.2266, 0.2267, 0.4988, -0.8524, -0.6728, -0.0877]}

***

Run Q
{"formula": "C2H5NOS", "method": "ωB97M-V with the def2-TZVPD basis set", "e_homo_ev": -9.0, "lumo_energy_ev": 0.88, "orbital_gap_ha": 0.3630, "symbols": ["C", "C", "N", "O", "S", "H", "H", "H", "H", "H"], "coordinates": [[-3.0258, -0.9227, 0.3806], [0.8670, -0.8531, -0.1784], [1.2236, 0.5704, 0.0404], [-2.5530, -0.0647, 0.9093], [-0.1218, 1.5859, -0.6091], [-0.8514, 1.8151, 0.4741], [1.7316, -1.2953, 0.1893], [-0.0577, -0.9273, 0.3874], [0.7431, -0.8909, -1.2601], [2.0445, 0.9827, -0.3336]], "nbo_charge": [0.5050, -0.4152, -0.7259, -0.5052, 0.0694, 0.1079, 0.2024, 0.2039, 0.1851, 0.3725]}

***

Run R
{"formula": "C2H5NOS", "method": "ωB97M-V with the def2-TZVPD basis set", "e_homo_ev": -8.6, "lumo_energy_ev": 0.75, "smiles": "CONC=S", "orbital_gap_ha": 0.3439, "symbols": ["C", "C", "H", "H", "H", "H", "H", "N", "O", "S"], "coordinates": [[-1.2762, -0.8660, 0.1308], [1.6222, 0.6504, 0.0046], [-0.5086, -1.3923, 0.7019], [-1.9532, -0.2340, 0.7275], [-1.9429, -1.5404, -0.4404], [-0.0860, 1.7672, -0.2443], [1.9669, 1.5935, 0.4275], [0.2852, 0.8506, -0.2056], [-0.5503, -0.1135, -0.8438], [2.4429, -0.7154, -0.2581]], "nbo_charge": [-0.2592, -0.1193, 0.1973, 0.1736, 0.2021, 0.3818, 0.1929, -0.3075, -0.3677, -0.0940]}

***

Most favorable first, least favorable last: run P, run Q, run R

***

Run P
{"formula": "C2H5NOS", "method": "ωB97M-V with the def2-TZVPD basis set", "e_homo_ev": -9.2, "lumo_energy_ev": 0.81, "smiles": "CSNC=O", "orbital_gap_ha": 0.3678, "symbols": ["C", "C", "H", "H", "H", "H", "H", "N", "O", "S"], "coordinates": [[-1.7068, 0.5391, 0.0927], [1.8405, -0.0403, -0.3142], [-2.6556, 0.1099, 0.5116], [-1.3377, 1.1382, 0.9304], [-1.9222, 1.1157, -0.8464], [1.2156, -1.5820, 0.8388], [1.4027, 0.5495, -1.1819], [0.8642, -0.8388, 0.3263], [3.0321, -0.0338, -0.0425], [-0.7329, -0.9575, -0.3148]], "nbo_charge": [-0.7761, 0.5313, 0.2336, 0.2455, 0.2305, 0.4048, 0.1147, -0.7839, -0.5698, 0.3693]}

***

Run Q
{"formula": "C2H5NOS", "method": "ωB97M-V with the def2-TZVPD basis set", "e_homo_ev": -9.0, "lumo_energy_ev": 0.69, "smiles": "OC/C=N\\S", "orbital_gap_ha": 0.3576, "symbols": ["C", "C", "H", "H", "H", "H", "H", "N", "O", "S"], "coordinates": [[1.6650, 0.1059, 0.2930], [0.5788, 1.1634, -0.0486], [1.5462, -1.2043, -1.1204], [2.6848, 0.5946, 0.0894], [1.6486, -0.0032, 1.3356], [1.0428, 2.1862, -0.1452], [-0.7881, -1.3115, 0.3172], [-0.6561, 0.9901, -0.2476], [1.4539, -1.1321, -0.1825], [-1.6647, -0.3594, 0.0781]], "nbo_charge": [-0.1269, 0.0822, 0.4775, 0.1607, 0.1931, 0.1729, 0.0996, -0.5635, -0.6995, 0.2040]}

***

Most favorable first, least favorable last: run P, run Q

***

Run P
{"formula": "C5H9N3O", "method": "ωB97M-V with the def2-TZVPD basis set", "e_homo_ev": -8.4, "lumo_energy_ev": 0.19, "smiles": "[H]/N=C1/N(O)[C@]1(C)C(=C)N", "orbital_gap_ha": 0.3171, "symbols": ["C", "C", "C", "C", "N", "C", "O", "N", "N", "H", "H", "H", "H", "H", "H", "H", "H", "H"], "coordinates": [[0.1896, -1.3354, 1.2555], [0.6100, 1.2628, 0.2225], [0.1257, -0.0582, 0.4616], [-0.5911, -0.2217, -0.8956], [0.1436, -0.4213, -2.0372], [-1.9366, -0.2619, -0.9057], [1.9040, 0.9164, 1.9763], [1.6713, 0.5698, 0.6150], [0.2623, 2.4386, -0.0818], [1.9036, 1.8971, 1.9553], [1.1159, -0.6769, -1.8918], [-0.3254, -0.9323, -2.7773], [-0.6982, 2.4311, -0.4382], [0.8752, -2.0373, 0.7589], [0.5500, -1.1830, 2.2762], [-0.7874, -1.8262, 1.3076], [-2.5075, -0.1208, 0.0090], [-2.5050, -0.4407, -1.8106]], "nbo_charge": [-0.5923, 0.4082, -0.0888, 0.2070, -0.8165, -0.5544, -0.5439, -0.1477, -0.6076, 0.4798, 0.3890, 0.3901, 0.3693, 0.2162, 0.2399, 0.2292, 0.2137, 0.2089]}

***

Run Q
{"formula": "C5H9N3O", "method": "ωB97M-V with the def2-TZVPD basis set", "e_homo_ev": -8.0, "lumo_energy_ev": 0.43, "orbital_gap_ha": 0.3092, "symbols": ["C", "C", "C", "C", "N", "N", "C", "N", "O", "H", "H", "H", "H", "H", "H", "H", "H", "H"], "coordinates": [[-1.9002, -0.9110, -0.6119], [0.4138, 0.6109, 0.2556], [-0.1048, -0.0716, 1.3700], [-1.3616, 0.4112, -0.1271], [0.7042, 1.9798, 0.3191], [0.0119, -1.3757, 1.5998], [2.3639, 0.1412, -1.0570], [1.4238, -0.2953, -0.3266], [-1.9008, 1.4661, -0.3292], [0.6726, 2.4509, -0.5806], [0.1474, 2.4367, 1.0304], [-0.4661, -1.7878, 2.3848], [0.5070, -2.0286, 0.9991], [-2.5658, -1.3305, 0.1438], [-1.1011, -1.6211, -0.8151], [-2.4966, -0.7273, -1.5065], [2.6093, 1.1995, -1.1904], [3.0431, -0.5473, -1.5582]], "nbo_charge": [-0.7294, 0.0995, 0.0588, 0.5953, -0.8247, -0.7561, -0.0245, -0.4629, -0.5404, 0.3740, 0.4031, 0.3901, 0.3776, 0.2462, 0.2319, 0.2402, 0.1527, 0.1688]}

***

Run R
{"formula": "C5H9N3O", "method": "ωB97M-V with the def2-TZVPD basis set", "e_homo_ev": -8.5, "lumo_energy_ev": 0.55, "smiles": "[H]/N=C(\\C(=C)O)N(N)C=C", "orbital_gap_ha": 0.3331, "symbols": ["N", "C", "C", "N", "C", "C", "C", "O", "N", "H", "H", "H", "H", "H", "H", "H", "H", "H"], "coordinates": [[-0.1348, 0.0653, -0.5080], [-0.0939, 0.3761, 0.7625], [-0.2221, -1.3717, 1.4630], [0.7805, -0.8002, -1.1111], [-0.0479, 1.7218, -1.2709], [-1.1540, -1.6056, 2.3785], [0.4370, 1.8574, -2.4916], [0.7482, -2.2317, 1.1335], [-0.4511, 1.3315, 1.4686], [1.1104, -1.9567, 0.2622], [0.3539, -1.1650, -1.9584], [1.6268, -0.2880, -1.3561], [-0.6821, 1.1043, 2.4295], [-0.4331, 2.5328, -0.6675], [-1.9426, -0.8995, 2.5787], [-1.1179, -2.5031, 2.9829], [0.7968, 1.0228, -3.0856], [0.4258, 2.8096, -3.0103]], "nbo_charge": [-0.2768, 0.4585, 0.2819, -0.6479, -0.0506, -0.5773, -0.4706, -0.7148, -0.7068, 0.5021, 0.3798, 0.3647, 0.3848, 0.2341, 0.2066, 0.2110, 0.1943, 0.2270]}

***

Run S
{"formula": "C5H9N3O", "method": "ωB97M-V with the def2-TZVPD basis set", "e_homo_ev": [-7.0, -7.0], "lumo_energy_ev": [0.59, 0.59], "orbital_gap_ha": [0.2783, 0.2784], "symbols": ["C", "C", "C", "C", "N", "C", "O", "N", "N", "H", "H", "H", "H", "H", "H", "H", "H", "H"], "coordinates": [[-1.7699, 0.0493, 0.8686], [0.8875, 0.1210, 1.7322], [0.4306, 0.4534, -0.5724], [-0.4388, 0.0905, 0.2588], [1.6112, 0.6141, -1.1402], [-0.9533, -0.7623, -2.6047], [0.6188, 1.1440, 2.5633], [-1.1842, 0.2300, -1.8796], [1.7689, -0.7353, 2.0075], [1.1482, 1.0218, 3.3740], [1.9082, 0.0163, -1.8963], [2.0330, 1.5300, -1.0991], [1.9102, -1.4223, 1.2728], [-1.7727, 0.6070, 1.8050], [-2.4959, 0.4623, 0.1704], [-2.0393, -0.9853, 1.0891], [-0.1421, -1.4978, -2.4181], [-1.5205, -0.9365, -3.5314]], "nbo_charge": [-0.6770, 0.5282, 0.3729, 0.0643, -0.8075, -0.1436, -0.7108, -0.5349, -0.7692, 0.4857, 0.4143, 0.4117, 0.3567, 0.2532, 0.2620, 0.2392, 0.1017, 0.1533]}

***

Most favorable first, least favorable last: run Q, run R, run S, run P